Entry 1:
Density functional theory data (ωB97M-V with the def2-TZVPD basis set) for C47H39GeI2N2PSV as an isolated structure in a non-equilibrium geometry.

CARTESIAN COORDINATES (ANGSTROEM)
V1 -1.207 -1.302 -0.474
I1 -2.668 -0.733 1.999
C1 -1.632 -0.309 3.791
C2 -2.471 0.101 4.789
C3 -1.968 0.411 6.059
C4 -0.632 0.283 6.287
C5 0.249 -0.147 5.269
C6 1.615 -0.286 5.591
C7 2.509 -0.707 4.657
C8 2.062 -0.975 3.358
C9 0.744 -0.851 2.974
P1 0.525 -1.341 1.180
C10 0.902 -3.127 1.330
C11 0.624 -3.818 2.510
C12 0.908 -5.171 2.611
C13 1.484 -5.846 1.545
C14 1.730 -5.177 0.358
C15 1.414 -3.832 0.241
C16 2.028 -0.602 0.417
C17 1.947 0.735 0.032
C18 3.031 1.380 -0.542
C19 4.215 0.692 -0.749
C20 4.310 -0.640 -0.371
C21 3.230 -1.286 0.209
C22 -0.228 -0.450 3.949
H1 -3.531 0.192 4.593
H2 -2.647 0.735 6.835
H3 -0.215 0.507 7.261
H4 1.930 -0.056 6.601
H5 3.556 -0.832 4.898
H6 2.798 -1.295 2.638
H7 0.193 -3.300 3.357
H8 0.689 -5.694 3.533
H9 1.734 -6.895 1.637
H10 2.157 -5.699 -0.488
H11 1.579 -3.335 -0.705
H12 1.035 1.296 0.183
H13 2.941 2.419 -0.834
H14 5.067 1.190 -1.194
H15 5.237 -1.182 -0.512
H16 3.334 -2.319 0.508
I2 -1.629 -4.715 -1.205
C23 -2.203 -3.070 0.067
H17 -1.958 -3.424 1.065
H18 -3.290 -3.011 -0.012
C24 -3.540 1.605 -1.458
Ge1 -1.689 1.261 -0.750
C25 -1.696 2.424 0.892
C26 -2.664 3.413 1.063
C27 -2.663 4.240 2.178
C28 -1.693 4.088 3.158
C29 -0.736 3.095 3.021
C30 -0.745 2.280 1.898
C31 -0.453 2.084 -2.122
C32 0.378 1.204 -2.765
C33 1.247 1.584 -3.805
C34 1.294 2.890 -4.195
C35 0.503 3.858 -3.532
C36 0.596 5.227 -3.879
C37 -0.145 6.169 -3.225
C38 -1.028 5.781 -2.200
C39 -1.144 4.466 -1.849
C40 -0.382 3.461 -2.489
H19 -3.668 2.669 -1.656
H20 -4.295 1.301 -0.727
H21 -3.721 1.090 -2.401
H22 -3.445 3.545 0.323
H23 -3.421 5.007 2.275
H24 -1.677 4.746 4.017
H25 0.017 2.955 3.789
H26 0.017 1.515 1.818
H27 0.382 0.177 -2.449
H28 1.865 0.833 -4.284
H29 1.938 3.203 -5.007
H30 1.276 5.512 -4.673
H31 -0.055 7.214 -3.492
H32 -1.617 6.534 -1.691
H33 -1.808 4.170 -1.052
N1 -3.547 -1.508 -2.347
C41 -2.384 -1.834 -2.942
N2 -1.189 -1.660 -2.409
C42 -0.187 -2.160 -3.254
C43 1.184 -2.146 -3.022
C44 2.030 -2.706 -3.963
C45 1.533 -3.280 -5.130
C46 0.172 -3.291 -5.381
C47 -0.668 -2.724 -4.438
S1 -2.407 -2.603 -4.498
H34 -3.547 -0.774 -1.651
H35 -4.385 -1.596 -2.897
H36 1.594 -1.686 -2.129
H37 3.097 -2.691 -3.786
H38 2.212 -3.721 -5.846
H39 -0.234 -3.728 -6.284

Results
multiplicity = 3
HOMO (spin up / spin down) = -10.0 / -10.0 eV
orbital gap (spin up / spin down) = 6.57 / 6.87 eV
<S²> = 2.0796
E_LUMO (spin up / spin down) = -3.41 / -3.10 eV
charge = +1

---

Entry 2:
Density functional theory data (ωB97M-V with the def2-TZVPD basis set) for one molecule with the formula C5H4N2O in a non-equilibrium geometry.

CARTESIAN COORDINATES (ANGSTROEM)
C1 -3.404 -0.158 0.191
C2 -0.142 0.864 -0.479
C3 -2.226 0.464 -0.084
C4 -0.129 -0.365 0.154
C5 2.254 -0.570 0.135
N1 -4.269 -0.914 0.447
N2 -1.432 1.317 -0.503
O1 0.960 -1.047 0.305
H1 0.705 1.576 -0.491
H2 2.247 0.490 0.474
H3 2.506 -0.497 -0.911
H4 2.929 -1.160 0.763

Results
HOMO (spin up / spin down) = -8.7 / -8.7 eV
orbital gap (spin up / spin down) = 7.30 / 7.30 eV
E_LUMO (spin up / spin down) = -1.38 / -1.38 eV

---

Entry 3:
Density functional theory data (ωB97M-V with the def2-TZVPD basis set) for an isolated ion of composition C4H7NO5P and charge -1 in a non-equilibrium geometry.

CARTESIAN COORDINATES (ANGSTROEM)
C1 -0.188 1.168 1.450
C2 -0.594 -0.835 0.109
C3 0.348 -0.262 1.198
C4 -1.485 0.411 -0.199
N1 0.167 1.105 -2.045
O1 1.378 -1.097 -3.116
O2 2.219 -0.097 -0.956
O3 -1.354 1.347 0.783
O4 -0.027 -1.345 -1.003
O5 0.346 -1.045 2.299
P1 1.129 -0.272 -1.884
H1 -0.303 1.150 2.538
H2 0.477 1.965 1.014
H3 -1.170 -1.617 0.454
H4 1.386 -0.085 0.783
H5 -2.440 0.397 -0.702
H6 -0.474 1.027 -2.745
H7 0.585 -1.915 2.022

Results
HOMO (spin up / spin down) = -4.6 / -4.4 eV
orbital gap (spin up / spin down) = 7.94 / 7.35 eV
E_LUMO (spin up / spin down) = 3.30 / 2.95 eV
charge = -1

---

Entry 4:
Density functional theory data (ωB97M-V with the def2-TZVPD basis set) for one molecule with the formula C5H6O.

CARTESIAN COORDINATES (ANGSTROEM)
C1 -0.227 1.426 -0.138
C2 -0.137 -0.068 0.199
C3 -1.454 -0.816 0.039
O1 -2.524 -0.268 -0.065
C4 1.075 -0.742 -0.284
C5 2.187 -1.205 -0.302
H1 0.450 2.011 0.491
H2 0.040 1.616 -1.181
H3 -1.249 1.785 0.015
H4 0.050 -0.227 1.270
H5 -1.380 -1.917 0.149
H6 3.170 -1.594 -0.194

Results
HOMO = -9.9 eV
orbital gap = 10.65 eV
E_LUMO = 0.78 eV

---

Entry 5:
Density functional theory data (ωB97M-V with the def2-TZVPD basis set) for a 7-piece molecular cluster, CH16O6 overall in a non-equilibrium geometry.

CARTESIAN COORDINATES (ANGSTROEM)
C1 -2.415 1.348 1.306
H1 -1.613 0.769 0.880
H2 -2.149 1.826 2.237
H3 -3.275 0.709 1.520
H4 -2.883 1.965 0.540
H5 2.496 -2.204 0.022
H6 1.455 -1.352 -0.729
O1 2.218 -1.928 -0.855
H7 -0.434 -1.132 0.955
H8 0.540 0.138 1.229
O2 0.461 -0.766 0.897
H9 -2.888 -0.888 0.994
H10 -2.265 -1.370 -0.398
O3 -2.380 -1.556 0.537
H11 2.325 1.484 -2.421
H12 2.611 0.320 -1.415
O4 2.620 1.279 -1.532
H13 0.037 -1.831 -2.307
H14 -0.342 -0.475 -1.958
O5 -0.281 -1.029 -2.751
H15 2.451 2.124 1.449
H16 2.023 1.002 0.545
O6 1.690 1.568 1.255

Results
HOMO = -11.6 eV
orbital gap = 11.96 eV
E_LUMO = 0.35 eV

---

Entry 6:
Density functional theory data (ωB97M-V with the def2-TZVPD basis set) for an isolated ion of composition C3H7N2O and charge +1 in a non-equilibrium geometry.

CARTESIAN COORDINATES (ANGSTROEM)
C1 -0.861 0.022 -0.304
C2 -0.467 0.447 1.869
C3 0.475 -0.205 -0.332
N1 -1.342 0.011 1.074
N2 1.116 -0.233 -1.621
O1 -1.644 0.440 -1.094
H1 -0.559 0.600 3.062
H2 0.551 0.780 1.483
H3 1.008 -0.846 0.487
H4 -2.235 -0.313 1.375
H5 0.485 -0.157 -2.410
H6 1.550 -1.099 -1.754
H7 1.923 0.552 -1.837

Results
HOMO = -12.7 eV
orbital gap = 8.03 eV
E_LUMO = -4.66 eV
charge = +1